Entry 1:
A cluster of 6 separate species, C26H57B3O18Si in total, computed with ωB97M-V/def2-TZVPD.

The geometry in XYZ format:
```
105
C26H57B3O18Si, DFT ωB97M-V/def2-TZVPD
C -2.931 1.448 -4.264
C -2.006 1.658 -5.463
C -0.516 1.426 -5.133
B -0.258 0.294 -4.087
O -0.726 -1.007 -4.310
B -0.051 -2.050 -3.723
O 0.858 -1.781 -2.726
B 0.665 -0.563 -2.071
Si 0.438 -0.435 -0.052
C 1.661 -1.536 0.847
C 0.611 1.344 0.501
C -1.326 -1.014 0.273
O 0.460 0.510 -2.927
H -3.914 1.891 -4.427
H -2.513 1.904 -3.361
H -3.083 0.385 -4.066
H -2.306 0.992 -6.274
H -2.134 2.673 -5.845
H -0.056 2.353 -4.786
H 0.007 1.138 -6.054
H -0.262 -3.170 -4.057
H 1.887 -2.439 0.276
H 1.262 -1.837 1.819
H 2.601 -1.007 1.024
H 0.037 2.004 -0.153
H 1.650 1.677 0.461
H 0.244 1.472 1.522
H -1.362 -2.092 0.446
H -1.983 -0.818 -0.579
H -1.750 -0.513 1.145
C -0.562 -1.645 7.703
C -1.611 -1.279 6.678
O -1.115 -1.433 5.331
C -1.109 -2.678 4.866
O -1.492 -3.662 5.444
O -0.587 -2.658 3.638
C -0.491 -3.936 3.002
H 0.348 -1.066 7.541
H -0.933 -1.427 8.705
H -0.321 -2.705 7.650
H -1.880 -0.227 6.740
H -2.511 -1.881 6.794
H -1.451 -4.449 2.999
H 0.249 -4.563 3.496
H -0.176 -3.719 1.986
C -2.085 -1.882 -7.334
C -0.616 -2.164 -7.561
O -0.421 -3.138 -8.607
C -0.531 -2.667 -9.844
O -0.788 -1.535 -10.162
O -0.328 -3.678 -10.694
C -0.448 -3.318 -12.074
H -2.622 -2.812 -7.143
H -2.202 -1.233 -6.468
H -2.525 -1.397 -8.205
H -0.179 -2.631 -6.680
H -0.052 -1.265 -7.804
H 0.194 -2.471 -12.306
H -1.479 -3.059 -12.310
H -0.142 -4.199 -12.629
C -1.793 0.084 14.037
C -1.139 1.005 13.033
O 0.289 1.077 13.229
C 0.982 0.054 12.737
O 0.533 -0.884 12.128
O 2.269 0.244 13.025
C 3.139 -0.797 12.564
H -1.543 0.389 15.053
H -2.876 0.127 13.920
H -1.470 -0.945 13.884
H -1.472 2.033 13.157
H -1.338 0.688 12.010
H 2.996 -0.970 11.499
H 2.944 -1.720 13.107
H 4.144 -0.441 12.766
C 4.248 0.395 -10.555
C 4.255 -1.056 -10.131
O 4.456 -1.192 -8.707
C 3.377 -0.977 -7.964
O 2.276 -0.700 -8.369
O 3.714 -1.107 -6.679
C 2.632 -0.872 -5.773
H 5.162 0.892 -10.230
H 4.189 0.456 -11.643
H 3.389 0.915 -10.135
H 5.094 -1.596 -10.565
H 3.328 -1.557 -10.404
H 1.774 -1.479 -6.061
H 2.345 0.180 -5.785
H 2.989 -1.158 -4.789
C -2.338 7.399 3.677
C -2.111 6.407 2.559
O -0.823 5.769 2.668
C -0.753 4.779 3.554
O -1.658 4.368 4.236
O 0.498 4.321 3.571
C 0.726 3.258 4.502
H -1.529 8.130 3.709
H -3.276 7.929 3.511
H -2.394 6.890 4.638
H -2.078 6.900 1.590
H -2.885 5.640 2.542
H 0.008 2.455 4.351
H 0.646 3.625 5.524
H 1.734 2.909 4.302
```

## Properties
Electronic energy (eV): -74657.657
Frontier orbital gap (eV): 10.41
SMILES: CCCB1OBOB([Si](C)(C)C)O1.CCOC(=O)OC.CCOC(=O)OC.CCOC(=O)OC.CCOC(=O)OC.CCOC(=O)OC
2S+1: 1



Entry 2:
A cluster of 3 separate species, C26H57BrN9O5P2 in total at a distorted geometry, computed with ωB97M-V/def2-TZVPD.

The geometry in XYZ format:
```
100
C26H57BrN9O5P2, DFT ωB97M-V/def2-TZVPD
C 1.430 -0.347 0.066
C 0.337 -0.480 -1.009
C 0.534 0.597 -2.101
N -0.664 1.420 -2.396
N -0.812 2.453 -1.468
N -1.385 2.107 -0.316
C -1.505 3.080 0.537
C -1.071 4.399 0.375
C -1.245 5.399 1.480
C -1.967 6.641 0.990
O -1.460 7.491 0.328
O -3.272 6.735 1.425
C -4.272 6.109 0.693
C -4.034 5.760 -0.752
O -5.308 5.894 1.231
C -0.496 4.706 -0.834
C -0.390 3.682 -1.783
C 0.185 3.950 -3.141
Br 2.099 3.591 -3.089
C 0.003 5.411 -3.583
C 0.241 5.585 -5.077
H 1.794 0.676 0.169
H 2.283 -0.960 -0.225
H 1.094 -0.674 1.048
H -0.658 -0.448 -0.565
H 0.439 -1.458 -1.470
H 0.784 0.093 -3.034
H 1.379 1.229 -1.857
H -1.494 0.840 -2.335
H -1.993 2.824 1.471
H -1.854 4.942 2.259
H -0.296 5.670 1.942
H -4.935 6.059 -1.280
H -3.190 6.271 -1.208
H -3.941 4.680 -0.855
H -0.138 5.701 -1.044
H -0.288 3.329 -3.894
H 0.636 6.062 -2.984
H -1.045 5.660 -3.382
H -0.499 5.032 -5.654
H 1.234 5.236 -5.350
H 0.135 6.638 -5.324
O 3.677 -2.502 -3.771
P 3.692 -3.960 -3.472
N 2.612 -4.108 -2.167
C 2.781 -4.743 -0.880
C 1.226 -3.969 -2.553
N 5.346 -4.188 -2.994
C 5.793 -3.830 -1.655
C 6.244 -3.633 -4.003
N 3.502 -5.553 -4.133
C 4.283 -6.639 -3.573
C 3.478 -5.624 -5.601
H 2.517 -5.811 -0.890
H 2.134 -4.252 -0.148
H 3.789 -4.641 -0.500
H 0.773 -4.927 -2.847
H 1.133 -3.281 -3.398
H 0.641 -3.547 -1.733
H 5.407 -2.861 -1.313
H 6.882 -3.787 -1.634
H 5.520 -4.599 -0.934
H 6.319 -2.542 -3.940
H 5.896 -3.880 -5.009
H 7.238 -4.067 -3.887
H 5.327 -6.628 -3.899
H 3.822 -7.574 -3.901
H 4.264 -6.635 -2.485
H 4.468 -5.461 -6.046
H 2.800 -4.868 -6.003
H 3.110 -6.597 -5.927
O -1.109 -0.012 3.413
P -1.985 -0.513 4.530
N -2.946 -1.523 3.505
C -4.372 -1.542 3.290
C -2.310 -2.778 3.173
N -2.719 0.977 5.025
C -3.671 1.622 4.148
C -1.710 1.923 5.489
N -2.499 -1.464 5.925
C -3.737 -1.096 6.585
C -1.451 -1.766 6.913
H -4.910 -2.185 4.004
H -4.581 -1.924 2.286
H -4.809 -0.548 3.325
H -2.527 -3.562 3.916
H -1.225 -2.659 3.118
H -2.641 -3.125 2.192
H -3.337 1.616 3.099
H -3.834 2.658 4.451
H -4.654 1.157 4.213
H -1.166 2.392 4.658
H -0.971 1.423 6.121
H -2.181 2.699 6.093
H -3.641 -0.210 7.219
H -4.031 -1.944 7.208
H -4.542 -0.923 5.875
H -1.163 -0.888 7.506
H -0.558 -2.141 6.410
H -1.791 -2.544 7.597
```

## Properties
Electronic energy (eV): -140145.519
Frontier orbital gap (eV): 5.18
Net charge: +1
Energy above the lowest of the compared OMol25 structures with the same formula, charge and spin (kcal per mole): 0.0
2S+1: 1



Entry 3:
A structure of composition C26H57GaIO13P4 at a distorted geometry, computed with ωB97M-V/def2-TZVPD.

The geometry in XYZ format:
```
102
C26H57GaIO13P4, DFT ωB97M-V/def2-TZVPD
C 5.054 -1.215 1.657
C 4.255 -2.488 1.492
C 4.519 -3.671 2.174
C 3.733 -4.786 1.925
C 2.675 -4.775 1.031
C 2.379 -3.586 0.363
C 1.225 -3.446 -0.599
Ga -0.176 -2.232 0.224
I 0.528 0.316 0.317
P -0.590 -2.864 2.472
O -0.493 -4.364 2.589
C 3.186 -2.473 0.601
H 4.472 -0.460 2.191
H 6.028 -1.370 2.120
H 5.205 -0.803 0.655
H 5.337 -3.695 2.887
H 3.973 -5.699 2.463
H 2.078 -5.657 0.840
H 1.555 -3.106 -1.582
H 0.755 -4.429 -0.705
H -1.513 -2.292 -0.637
H 0.265 -2.183 3.386
H -1.909 -2.417 2.780
H 2.973 -1.557 0.060
O -4.505 -0.218 -0.178
P -5.205 0.771 0.670
O -4.509 0.705 2.125
C -3.159 1.176 2.278
C -3.108 2.691 2.349
O -6.608 -0.033 0.991
C -7.065 -1.072 0.128
C -6.754 -2.432 0.716
O -5.937 2.204 0.934
C -6.838 2.711 -0.075
C -8.282 2.449 0.312
H -2.532 0.807 1.464
H -2.780 0.752 3.207
H -3.400 3.138 1.397
H -2.099 3.027 2.589
H -3.799 3.064 3.107
H -6.638 -0.970 -0.870
H -8.148 -0.954 0.027
H -5.690 -2.535 0.927
H -7.056 -3.228 0.033
H -7.282 -2.563 1.662
H -6.608 2.283 -1.053
H -6.666 3.786 -0.134
H -8.573 1.428 0.071
H -8.951 3.118 -0.232
H -8.426 2.585 1.383
O 4.960 3.844 3.368
P 4.198 4.813 4.191
O 4.911 4.803 5.652
C 6.231 5.329 5.782
C 6.234 6.848 5.826
O 2.843 3.965 4.525
C 2.410 2.887 3.680
C 2.763 1.548 4.286
O 3.420 6.220 4.444
C 2.489 6.678 3.433
C 1.061 6.368 3.837
H 6.862 4.962 4.968
H 6.632 4.934 6.716
H 5.918 7.268 4.869
H 7.234 7.224 6.049
H 5.539 7.211 6.583
H 2.820 2.990 2.676
H 1.324 2.967 3.589
H 3.831 1.469 4.494
H 2.475 0.735 3.617
H 2.245 1.417 5.238
H 2.726 6.244 2.459
H 2.621 7.758 3.356
H 0.806 5.334 3.614
H 0.362 7.002 3.290
H 0.921 6.515 4.908
O 1.262 -3.755 -4.987
P 0.629 -3.170 -6.192
O 0.837 -1.568 -6.072
C 2.153 -1.026 -6.186
C 2.608 -0.945 -7.633
O -0.959 -3.281 -5.808
C -1.422 -4.239 -4.848
C -1.679 -3.579 -3.511
O 0.274 -3.135 -7.783
C -0.129 -4.367 -8.422
C -1.637 -4.423 -8.577
H 2.854 -1.617 -5.589
H 2.115 -0.027 -5.755
H 2.738 -1.942 -8.060
H 3.560 -0.416 -7.706
H 1.866 -0.427 -8.240
H -0.719 -5.066 -4.749
H -2.355 -4.657 -5.238
H -0.795 -3.059 -3.145
H -1.982 -4.316 -2.766
H -2.469 -2.832 -3.602
H 0.243 -5.233 -7.869
H 0.341 -4.376 -9.406
H -2.115 -4.736 -7.651
H -1.915 -5.142 -9.350
H -2.036 -3.443 -8.835
```

## Properties
Electronic energy (eV): -152143.339
Frontier orbital gap (eV): 6.73
Net charge: -1
2S+1: 1